P | Below is a 2-piece molecular cluster, C5H9NO4 overall, with properties calculated with ωB97M-V with the def2-TZVPD basis set.

Computed properties:
Orbital gap (alpha / beta) in eV: 9.331 / 5.619
Charge: 0

Element x y z (Å)
C1 0.486 0.288 2.385
C2 0.579 -0.258 0.985
C3 1.786 -0.403 0.228
C4 1.665 -0.600 -1.265
O1 2.919 -0.411 -1.899
C5 -0.762 -0.425 0.269
O2 -0.286 0.897 0.412
O3 -4.056 0.042 -1.517
N1 -4.097 1.237 -1.117
O4 -4.951 2.112 -1.355
H1 -0.552 0.206 2.718
H2 1.161 -0.084 3.168
H3 0.650 1.367 2.209
H4 2.681 0.120 0.598
H5 1.308 -1.627 -1.436
H6 0.925 0.076 -1.746
H7 2.854 -0.720 -2.834
H8 -0.785 -0.956 -0.660
H9 -1.526 -0.860 0.858

Q | Below is one molecule with the formula C5H9NO4, with properties calculated with ωB97M-V with the def2-TZVPD basis set.

Computed properties:
Orbital gap in eV: 10.449
SMILES: COCC(=O)OCC(N)=O
Charge: 0

Element x y z (Å)
C1 1.475 2.014 3.568
O1 1.582 0.965 2.635
C2 0.631 1.045 1.628
C3 0.781 -0.113 0.672
O2 1.558 -1.027 0.767
O3 -0.096 0.017 -0.324
C4 -0.072 -0.948 -1.361
C5 -1.086 -0.553 -2.415
N1 -2.374 -0.493 -2.071
O4 -0.994 -1.134 -3.532
H1 1.615 2.994 3.080
H2 0.489 2.005 4.064
H3 2.258 1.868 4.320
H4 -0.401 1.022 2.026
H5 0.724 1.978 1.041
H6 0.916 -0.994 -1.838
H7 -0.317 -1.941 -0.961
H8 -2.602 0.159 -1.331
H9 -2.744 -1.027 -3.059

Which is most stable, and by how much? Q, by 583.1 kJ/mol.

P | Below is C40H49AgBN9O2S6 as an isolated structure, with properties calculated with ωB97M-V with the def2-TZVPD basis set.

Computed properties:
Orbital gap in eV: 6.707
Charge: 0

Element x y z (Å)
Ag1 -2.335 -1.171 -0.220
C1 1.992 -1.406 -3.455
C2 1.353 -0.209 -2.836
C3 1.741 1.069 -3.087
C4 1.099 2.163 -2.444
N1 0.155 1.960 -1.574
N2 -0.224 0.704 -1.321
B1 -1.066 0.528 -0.056
N3 -0.162 0.260 1.149
N4 1.136 0.543 1.000
C5 1.898 0.469 2.048
C6 1.357 0.169 3.328
C7 0.046 -0.153 3.470
C8 -0.564 -0.579 4.762
C9 -0.744 -0.153 2.282
S1 -2.373 -0.643 2.219
C10 3.383 0.724 1.855
C11 3.741 2.060 2.518
C12 3.727 0.781 0.367
C13 4.175 -0.419 2.505
N5 -1.924 1.788 0.170
N6 -1.373 2.709 0.970
C14 -1.945 3.869 1.063
C15 -3.120 4.165 0.316
C16 -3.679 3.232 -0.495
C17 -4.911 3.477 -1.301
C18 -3.040 1.950 -0.553
S2 -3.628 0.654 -1.475
C19 -1.308 4.900 1.979
C20 -0.927 6.132 1.147
C21 -0.054 4.333 2.643
C22 -2.321 5.295 3.061
C23 0.270 -0.393 -1.918
S3 -0.386 -1.903 -1.547
C24 1.468 3.627 -2.660
C25 2.544 3.789 -3.732
C26 0.208 4.391 -3.084
C27 1.983 4.196 -1.331
H1 2.806 -1.115 -4.117
H2 1.256 -1.984 -4.015
H3 2.376 -2.070 -2.676
H4 2.551 1.252 -3.779
H5 2.009 0.150 4.191
H6 0.142 -0.466 5.582
H7 -0.858 -1.629 4.685
H8 -1.468 -0.006 4.975
H9 3.202 2.884 2.046
H10 4.811 2.250 2.422
H11 3.495 2.058 3.583
H12 3.177 1.576 -0.137
H13 3.477 -0.161 -0.124
H14 4.797 0.963 0.253
H15 4.050 -0.442 3.589
H16 5.239 -0.286 2.300
H17 3.852 -1.384 2.110
H18 -3.575 5.143 0.400
H19 -5.272 4.493 -1.158
H20 -5.692 2.770 -1.017
H21 -4.711 3.309 -2.360
H22 -0.215 5.866 0.363
H23 -0.464 6.883 1.789
H24 -1.798 6.590 0.674
H25 0.689 4.037 1.901
H26 -0.285 3.453 3.245
H27 0.384 5.094 3.291
H28 -3.226 5.730 2.632
H29 -1.880 6.037 3.728
H30 -2.610 4.427 3.657
H31 2.216 3.400 -4.698
H32 3.474 3.289 -3.453
H33 2.767 4.849 -3.860
H34 -0.196 3.995 -4.018
H35 0.445 5.446 -3.234
H36 -0.564 4.311 -2.318
H37 2.907 3.702 -1.023
H38 1.241 4.053 -0.544
H39 2.187 5.264 -1.436
O1 -0.722 -6.912 -0.347
S4 -0.343 -5.602 -0.845
O2 -1.053 -5.151 -2.016
N7 -0.396 -4.501 0.344
C28 0.809 -4.049 0.652
S5 1.153 -2.902 1.820
C29 1.903 -4.628 -0.205
C30 3.259 -4.347 -0.189
C31 4.078 -5.002 -1.100
C32 3.555 -5.920 -2.008
C33 2.196 -6.205 -2.025
C34 1.403 -5.540 -1.111
H40 3.647 -3.636 0.528
H41 5.142 -4.801 -1.104
H42 4.215 -6.419 -2.706
H43 1.775 -6.913 -2.725
N8 -3.398 -8.036 -0.559
C35 -4.464 -7.248 -0.508
S6 -6.036 -7.751 -0.543
C36 -4.140 -5.794 -0.417
C37 -4.179 -4.988 -1.547
C38 -3.805 -3.667 -1.427
N9 -3.413 -3.128 -0.270
C39 -3.389 -3.901 0.817
C40 -3.750 -5.233 0.790
H44 -3.549 -9.031 -0.611
H45 -2.451 -7.661 -0.510
H46 -4.468 -5.392 -2.507
H47 -3.788 -3.017 -2.293
H48 -3.025 -3.440 1.726
H49 -3.691 -5.828 1.691

Q | Below is C40H49AgBN9O2S6 as an isolated structure, with properties calculated with ωB97M-V with the def2-TZVPD basis set.

Computed properties:
Orbital gap in eV: 6.569
Charge: 0

Element x y z (Å)
Ag1 -0.741 1.355 -1.150
C1 -2.375 -3.682 -2.510
C2 -1.108 -3.292 -1.829
C3 -0.101 -4.163 -1.565
C4 1.078 -3.729 -0.899
N1 1.206 -2.493 -0.518
N2 0.221 -1.634 -0.792
B1 0.385 -0.276 -0.105
N3 -0.362 -0.245 1.235
N4 -0.810 -1.430 1.676
C5 -1.376 -1.471 2.845
C6 -1.477 -0.302 3.650
C7 -1.021 0.893 3.202
C8 -1.148 2.163 3.970
C9 -0.466 0.923 1.885
S1 0.028 2.334 1.097
C10 -1.939 -2.801 3.310
C11 -1.290 -3.186 4.645
C12 -1.663 -3.894 2.281
C13 -3.453 -2.643 3.490
N5 1.861 0.060 0.007
N6 2.406 -0.163 1.214
C14 3.694 -0.058 1.327
C15 4.502 0.280 0.202
C16 3.952 0.486 -1.018
C17 4.746 0.828 -2.233
C18 2.522 0.367 -1.124
S2 1.640 0.579 -2.538
C19 4.308 -0.321 2.688
C20 5.312 -1.473 2.563
C21 3.231 -0.701 3.702
C22 5.024 0.948 3.161
C23 -0.920 -1.929 -1.427
S3 -2.039 -0.700 -1.690
C24 2.236 -4.643 -0.517
C25 2.115 -6.011 -1.185
C26 3.553 -3.985 -0.940
C27 2.221 -4.813 1.007
H1 -2.373 -4.743 -2.754
H2 -2.512 -3.099 -3.421
H3 -3.231 -3.461 -1.871
H4 -0.200 -5.196 -1.867
H5 -1.942 -0.367 4.625
H6 -1.529 1.972 4.971
H7 -1.827 2.836 3.443
H8 -0.187 2.674 4.038
H9 -0.205 -3.250 4.548
H10 -1.661 -4.159 4.970
H11 -1.518 -2.468 5.433
H12 -0.593 -4.026 2.121
H13 -2.113 -3.656 1.318
H14 -2.083 -4.836 2.638
H15 -3.699 -1.860 4.207
H16 -3.881 -3.577 3.858
H17 -3.931 -2.392 2.543
H18 5.574 0.370 0.326
H19 5.809 0.871 -2.004
H20 4.419 1.787 -2.635
H21 4.573 0.090 -3.017
H22 4.822 -2.377 2.199
H23 5.747 -1.692 3.538
H24 6.130 -1.232 1.883
H25 2.698 -1.603 3.400
H26 2.493 0.093 3.816
H27 3.702 -0.882 4.670
H28 5.810 1.257 2.470
H29 5.487 0.771 4.132
H30 4.320 1.775 3.262
H31 2.071 -5.928 -2.272
H32 1.234 -6.557 -0.845
H33 2.987 -6.614 -0.934
H34 3.593 -3.842 -2.021
H35 4.389 -4.621 -0.647
H36 3.671 -3.012 -0.465
H37 1.292 -5.277 1.342
H38 2.315 -3.843 1.496
H39 3.050 -5.447 1.322
O1 -2.797 4.591 -3.123
S4 -3.249 3.225 -3.020
O2 -2.955 2.355 -4.128
N7 -2.751 2.532 -1.618
C28 -3.744 2.315 -0.766
S5 -3.601 1.629 0.745
C29 -5.079 2.715 -1.328
C30 -6.330 2.621 -0.740
C31 -7.433 3.032 -1.474
C32 -7.293 3.529 -2.769
C33 -6.039 3.629 -3.358
C34 -4.958 3.210 -2.608
H40 -6.419 2.232 0.265
H41 -8.420 2.966 -1.037
H42 -8.170 3.839 -3.321
H43 -5.914 4.018 -4.359
N8 -1.034 7.315 -5.099
C35 -0.050 7.342 -4.189
S6 0.864 8.667 -3.863
C36 0.131 6.034 -3.501
C37 0.167 4.851 -4.225
C38 0.199 3.652 -3.536
N9 0.162 3.579 -2.210
C39 0.168 4.719 -1.521
C40 0.180 5.966 -2.117
H44 -1.268 8.170 -5.577
H45 -1.691 6.550 -5.114
H46 0.157 4.848 -5.307
H47 0.211 2.710 -4.072
H48 0.125 4.629 -0.442
H49 0.176 6.870 -1.525

Which is most stable, and by how much? P, by 54.3 kJ/mol.

P | Below is a 5-piece molecular cluster, C2H16NO4 overall, with properties calculated with ωB97M-V with the def2-TZVPD basis set.

Computed properties:
Orbital gap in eV: 11.833
Charge: +1

Element x y z (Å)
C1 -3.372 1.177 0.065
C2 -2.165 1.035 0.956
N1 -0.701 1.078 0.274
H1 -3.604 0.434 -0.597
H2 -4.266 1.274 0.669
H3 -3.278 2.138 -0.593
H4 -2.099 1.714 1.840
H5 -2.332 -0.050 1.192
H6 -0.091 0.406 0.769
H7 -0.352 2.063 0.232
H8 -0.815 0.833 -0.781
H9 3.533 -0.511 1.121
H10 3.776 -2.058 1.581
O1 3.111 -1.407 1.301
H11 1.513 0.104 -1.586
H12 0.723 -1.327 -1.470
O2 0.755 -0.407 -1.185
H13 2.356 -2.049 -3.907
H14 3.000 -0.729 -3.490
O3 2.411 -1.494 -3.039
H15 1.261 -1.149 1.889
H16 0.085 -0.648 2.760
O4 0.554 -0.426 1.999

Q | Below is a 5-piece molecular cluster, C2H16NO4 overall, with properties calculated with ωB97M-V with the def2-TZVPD basis set.

Computed properties:
Orbital gap in eV: 12.093
Charge: +1

Element x y z (Å)
C1 -0.594 0.379 1.174
N1 -0.155 -0.993 0.912
C2 -1.302 -1.795 0.417
H1 0.264 1.011 1.531
H2 -1.104 0.882 0.322
H3 -1.375 0.441 1.912
H4 0.282 -1.574 1.759
H5 0.496 -1.176 0.068
H6 -1.025 -2.587 -0.308
H7 -1.912 -1.274 -0.362
H8 -2.057 -2.165 1.206
H9 -0.284 1.945 -2.497
H10 -1.445 2.414 -1.781
O1 -0.577 1.998 -1.611
H11 -1.384 3.131 2.577
H12 -0.161 3.593 2.763
O2 -0.550 2.926 2.328
H13 3.635 -1.508 -0.232
H14 2.498 -1.671 -1.374
O3 2.655 -1.542 -0.452
H15 0.883 -1.668 -3.041
H16 -0.136 -0.707 -2.580
O4 0.383 -1.337 -2.252

Which is most stable, and by how much? P, by 72.4 kJ/mol.

P | Below is one molecule with the formula C2H2IN3S, with properties calculated with ωB97M-V with the def2-TZVPD basis set.

Computed properties:
Orbital gap in eV: 8.030
Charge: 0

Element x y z (Å)
C1 -0.428 -1.680 1.268
C2 -0.883 0.723 0.737
N1 -0.176 -1.394 0.061
N2 -0.514 -0.083 -0.174
N3 1.715 1.768 -1.805
S1 -1.112 -0.254 2.143
I1 0.137 0.799 -2.044
H1 -0.167 -2.638 1.622
H2 1.428 2.759 -1.809

Q | Below is one molecule with the formula C2H2IN3S, with properties calculated with ωB97M-V with the def2-TZVPD basis set.

Computed properties:
Orbital gap in eV: 8.370
Charge: 0

Element x y z (Å)
C1 1.812 -1.209 -0.169
C2 0.460 0.823 0.363
N1 0.543 -1.421 -0.300
N2 -0.090 -0.322 0.012
N3 -2.607 1.695 -0.260
S1 2.245 0.357 0.411
I1 -2.269 -0.114 -0.068
H1 2.365 -2.008 -0.635
H2 -2.457 2.199 0.646

Which is most stable, and by how much? P, by 21.2 kJ/mol.

P | Below is a 2-piece molecular cluster, ClH2NO2Si overall, with properties calculated with ωB97M-V with the def2-TZVPD basis set.

Computed properties:
Orbital gap (alpha / beta) in eV: 7.176 / 6.432
Charge: 0

Element x y z (Å)
N1 2.694 0.596 0.041
O1 3.280 1.389 -0.681
O2 3.230 -0.065 0.917
Si1 -0.237 0.536 0.021
Cl1 -0.828 2.421 0.206
H1 0.048 -0.483 -0.967
H2 -0.793 0.048 1.312

Q | Below is one molecule with the formula ClH2NO2Si, with properties calculated with ωB97M-V with the def2-TZVPD basis set.

Computed properties:
Orbital gap in eV: 10.706
SMILES: O=[N+]([O-])[SiH2]Cl
Charge: 0

Element x y z (Å)
O1 0.109 1.885 -0.104
N1 -0.171 0.870 0.504
O2 -0.791 0.948 1.618
Si1 0.291 -0.647 -0.400
Cl1 -0.562 -2.291 0.320
H1 -0.605 -0.116 -1.451
H2 1.729 -0.649 -0.487

Which is most stable, and by how much? Q, by 243.9 kJ/mol.

P | Below is one molecule with the formula CH5NO2S, with properties calculated with ωB97M-V with the def2-TZVPD basis set.

Computed properties:
Orbital gap (alpha / beta) in eV: 8.024 / 8.430
Charge: 0

Element x y z (Å)
C1 0.405 -1.106 -0.140
N1 -1.591 0.647 -0.096
O1 1.906 0.772 0.330
O2 -2.225 -0.213 0.577
S1 0.059 0.621 -0.484
H1 1.427 -1.154 -0.604
H2 -0.292 -1.753 -0.533
H3 0.517 -1.176 0.885
H4 -2.111 1.615 -0.336
H5 1.905 1.746 0.402

Q | Below is a 2-piece molecular cluster, CH5NO2S overall, with properties calculated with ωB97M-V with the def2-TZVPD basis set.

Computed properties:
Orbital gap (alpha / beta) in eV: 7.946 / 8.723
Charge: 0

Element x y z (Å)
C1 -0.517 -1.091 0.713
N1 0.902 1.940 -0.568
O1 -1.644 1.883 -0.194
O2 -0.043 2.356 1.680
S1 -0.409 1.644 0.514
H1 0.484 -0.861 0.499
H2 -0.708 -1.287 1.762
H3 -1.280 -1.173 -0.005
H4 1.061 1.286 -1.406
H5 1.850 2.209 -0.185

Which is most stable, and by how much? Q, by 107.4 kJ/mol.

P | Below is one molecule with the formula C7H13NO2, with properties calculated with ωB97M-V with the def2-TZVPD basis set.

Computed properties:
Orbital gap in eV: 10.692
SMILES: C/C=N\OC(=O)C(C)(C)C
Charge: 0

Element x y z (Å)
C1 -2.868 0.435 -0.831
C2 -3.067 -0.140 0.500
N1 -2.205 -0.250 1.421
O1 -0.896 0.123 1.192
C3 -0.181 -0.675 0.359
O2 -0.531 -1.629 -0.351
C4 1.292 -0.125 0.216
C5 2.184 -1.307 -0.286
C6 1.795 0.586 1.434
C7 1.038 0.798 -0.949
H1 -2.587 1.521 -0.832
H2 -3.666 0.396 -1.473
H3 -1.986 -0.043 -1.387
H4 -4.103 -0.255 0.764
H5 1.582 -1.899 -0.991
H6 2.375 -1.971 0.541
H7 3.106 -0.800 -0.709
H8 2.424 1.375 1.086
H9 0.974 1.027 1.932
H10 2.291 -0.069 2.236
H11 2.037 0.962 -1.316
H12 0.552 1.763 -0.825
H13 0.441 0.177 -1.731

Q | Below is one molecule with the formula C7H13NO2, with properties calculated with ωB97M-V with the def2-TZVPD basis set.

Computed properties:
Orbital gap (alpha / beta) in eV: 8.118 / 8.119
Charge: 0

Element x y z (Å)
C1 -0.353 0.753 0.169
C2 -0.629 1.298 -1.239
C3 -1.642 0.836 0.973
C4 0.819 1.528 0.761
C5 -0.073 -1.049 -0.348
N1 1.554 -2.123 -1.620
C6 0.347 -1.171 1.803
C7 0.450 -2.104 0.999
O1 1.115 -0.860 -1.068
O2 -1.087 -1.531 -0.855
H1 0.854 -2.361 -2.325
H2 2.413 -1.871 -2.101
H3 0.230 -0.448 2.577
H4 0.713 -3.112 0.770
H5 0.268 1.305 -1.857
H6 -1.391 0.707 -1.744
H7 -0.988 2.327 -1.146
H8 -2.400 0.182 0.538
H9 -1.527 0.576 2.026
H10 -2.030 1.858 0.959
H11 1.016 1.308 1.810
H12 0.610 2.601 0.723
H13 1.732 1.350 0.196

Which is most stable, and by how much? P, by 400.2 kJ/mol.

P | Below is one molecule with the formula C3H2O2S, with properties calculated with ωB97M-V with the def2-TZVPD basis set.

Computed properties:
Orbital gap in eV: 9.426
SMILES: S=c1occo1
Charge: 0

Element x y z (Å)
S1 -0.243 1.581 1.077
C1 -0.072 0.279 0.127
O1 -0.665 -0.869 0.427
C2 -0.029 -1.819 -0.495
C3 0.647 -1.104 -1.384
O2 0.619 0.184 -0.961
H1 -0.224 -2.745 -0.163
H2 1.194 -1.210 -2.276

Q | Below is C3H2O2S as an isolated structure, with properties calculated with ωB97M-V with the def2-TZVPD basis set.

Computed properties:
Orbital gap in eV: 8.919
Charge: 0

Element x y z (Å)
C1 0.649 0.723 1.333
C2 2.312 1.451 0.392
C3 0.172 0.295 0.039
O1 0.232 0.537 2.420
O2 3.287 2.111 0.615
S1 1.604 0.666 -1.049
H1 -0.268 -0.719 -0.032
H2 -0.478 1.157 -0.232

R | Below is one molecule with the formula C3H2O2S, with properties calculated with ωB97M-V with the def2-TZVPD basis set.

Computed properties:
Orbital gap in eV: 8.954
SMILES: C#C[C@@]1(O)OS1
Charge: 0

Element x y z (Å)
C1 -0.501 1.667 0.242
C2 0.093 0.746 -0.252
C3 0.946 -0.291 -0.620
O1 0.340 -1.739 -0.040
O2 1.431 -0.546 -1.876
S1 2.777 -0.263 -0.789
H1 -1.293 2.318 0.455
H2 0.130 -2.261 -0.759

S | Below is a 2-piece molecular cluster, C3H2O2S overall, with properties calculated with ωB97M-V with the def2-TZVPD basis set.

Computed properties:
Orbital gap (alpha / beta) in eV: 7.818 / 7.817
Charge: 0

Element x y z (Å)
C1 -0.057 -0.174 -0.326
C2 -0.904 1.500 -1.160
C3 0.838 -0.795 0.415
O1 -1.865 1.349 -1.785
O2 1.463 -1.586 2.718
S1 1.811 -1.810 1.275
H1 -0.885 -0.863 -0.483
H2 -0.401 2.378 -0.654

Which is most stable, and by how much? P, by 28.9 kJ/mol.